{"formula": "C2H8N2", "method": "ωB97M-V with the def2-TZVPD basis set", "relative_energy_kcal_mol": 60.1, "e_tot_ha": -190.4032, "smiles": "C=N.CN", "homo_ev": -8.86, "lumo_energy_ev": 0.86, "symbols": ["C", "N", "H", "H", "H", "C", "N", "H", "H", "H", "H", "H"], "coordinates": [[-1.332, 0.484, 0.310], [-1.325, -0.845, 0.207], [-1.886, 1.106, -0.395], [-1.311, 0.882, 1.324], [-1.667, -1.141, -0.707], [1.287, 0.385, -0.336], [1.214, -0.969, -0.094], [0.107, 0.859, -0.044], [1.289, 0.644, -1.396], [2.013, 0.962, 0.237], [1.585, -1.174, 0.832], [0.027, -1.194, 0.062]], "atomic_forces_ev_per_a": [[-0.9, -1.2, 0.2], [-0.3, 0.9, 0.1], [0.3, 0.0, -0.2], [0.4, 0.1, -0.1], [0.1, 0.1, 0.0], [-1.2, 0.6, -0.1], [-1.2, -0.7, 0.3], [1.3, 0.0, -0.1], [0.2, 0.0, 0.0], [-0.2, 0.0, 0.0], [0.0, 0.0, -0.1], [1.6, 0.2, -0.2]], "mulliken_charge": [-0.40, -0.63, 0.30, 0.31, 0.27, -0.44, -0.64, 0.00, 0.27, 0.30, 0.27, 0.39]}

{"formula": "C2H8N2", "method": "ωB97M-V with the def2-TZVPD basis set", "relative_energy_kcal_mol": 20.4, "e_tot_ha": -190.4663, "smiles": "C=CN.N", "homo_ev": -8.14, "lumo_energy_ev": 0.71, "symbols": ["C", "C", "N", "H", "H", "H", "H", "H", "N", "H", "H", "H"], "coordinates": [[1.725, -1.536, -1.550], [0.830, -0.816, -0.846], [-0.525, -0.989, -0.876], [1.482, -1.847, -2.562], [2.789, -1.474, -1.383], [1.121, -0.401, 0.120], [-0.928, -1.517, -1.625], [-1.146, -0.396, -0.362], [-1.532, 2.640, 2.736], [-0.794, 3.342, 2.695], [-1.036, 1.855, 2.328], [-2.295, 3.055, 2.231]], "atomic_forces_ev_per_a": [[-0.1, 1.4, -1.0], [0.7, -1.8, 1.6], [-0.5, 0.2, -0.6], [-0.3, -0.6, 0.2], [0.0, 0.2, 0.4], [0.3, 0.4, -0.3], [-0.1, 0.0, -0.2], [0.1, 0.2, 0.0], [1.4, 0.6, 0.7], [-0.3, 0.2, 0.4], [-1.0, -0.2, -0.5], [-0.2, -0.6, -0.6]], "mulliken_charge": [-0.87, 0.17, -0.37, 0.23, 0.27, 0.22, 0.18, 0.18, -0.66, 0.22, 0.22, 0.22]}

{"formula": "C2H8N2", "method": "ωB97M-V with the def2-TZVPD basis set", "relative_energy_kcal_mol": 9.2, "e_tot_ha": -190.4841, "smiles": "C=CN.N", "homo_ev": -7.88, "lumo_energy_ev": 0.92, "symbols": ["C", "C", "N", "H", "H", "H", "H", "H", "N", "H", "H", "H"], "coordinates": [[1.928, -0.659, -1.409], [0.770, -0.648, -0.745], [0.622, 0.179, 0.376], [2.822, -0.127, -1.119], [2.139, -1.253, -2.269], [-0.090, -1.310, -0.871], [1.277, 0.942, 0.406], [-0.313, 0.510, 0.531], [-2.538, 0.782, 1.316], [-3.073, 0.003, 0.961], [-2.991, 1.657, 1.062], [-2.557, 0.739, 2.324]], "atomic_forces_ev_per_a": [[-0.1, -0.6, -0.4], [0.8, 0.7, 0.9], [-0.2, -0.3, -0.1], [-0.3, 0.6, 0.4], [-0.4, -0.7, -0.4], [0.4, 0.2, -0.6], [0.2, 0.0, 0.0], [-0.4, 0.0, 0.2], [0.2, 0.4, -0.1], [-0.2, 0.1, 0.0], [0.0, -0.3, -0.1], [0.0, -0.1, 0.2]], "mulliken_charge": [-0.87, 0.15, -0.48, 0.21, 0.25, 0.30, 0.23, 0.28, -0.73, 0.23, 0.22, 0.22]}

{"formula": "C2H8N2O", "method": "ωB97M-V with the def2-TZVPD basis set", "relative_energy_kcal_mol": 37.5, "e_tot_ha": -265.6678, "multiplicity": 2, "homo_ev": [0.97, -2.82], "s2": 0.75, "lumo_energy_ev": [3.77, 3.61], "charge": -1, "symbols": ["O", "C", "H", "H", "N", "C", "N", "H", "H", "H", "H", "H", "H"], "coordinates": [[0.059, -3.839, -2.028], [-0.118, -2.827, -1.323], [0.531, -2.577, -0.455], [-0.907, -2.070, -1.504], [-0.413, 1.926, 1.610], [-0.131, 0.732, 0.751], [0.674, 0.892, -0.430], [-0.709, 2.644, 0.971], [0.427, 2.190, 2.114], [0.255, -0.027, 1.440], [-1.124, 0.387, 0.460], [1.329, 1.667, -0.331], [0.126, 0.903, -1.275]], "atomic_forces_ev_per_a": [[0.2, -1.5, -1.2], [-0.1, 1.7, 1.5], [0.0, -0.1, -0.2], [-0.1, -0.1, -0.1], [0.3, -1.0, -0.5], [-1.0, 0.0, 1.0], [0.4, 0.4, 0.6], [0.1, 0.7, 0.1], [-0.1, 0.3, -0.3], [0.2, 0.0, -0.2], [0.2, -0.3, -0.2], [-0.3, -0.3, -0.4], [0.2, 0.2, -0.2]], "lowdin_spin": [0.34, 0.41, 0.07, 0.08, 0.01, 0.01, 0.03, 0.00, 0.00, 0.01, 0.01, 0.01, 0.02]}

{"formula": "C2H8N2O", "method": "ωB97M-V with the def2-TZVPD basis set", "relative_energy_kcal_mol": 52.1, "e_tot_ha": -265.7000, "smiles": "[H]/N=C/N.CO", "homo_ev": -9.54, "lumo_energy_ev": 0.84, "symbols": ["H", "N", "C", "N", "H", "H", "H", "C", "O", "H", "H", "H", "H"], "coordinates": [[-2.251, 0.258, -0.939], [-2.313, 0.327, 0.083], [-1.156, 0.615, 0.516], [-0.997, 1.131, 1.811], [-0.406, 0.975, -0.210], [-1.895, 1.294, 2.258], [-0.540, 2.023, 1.710], [2.280, -0.620, -1.478], [1.537, -1.495, -0.648], [2.489, -1.163, -2.425], [1.570, 0.183, -1.685], [3.205, -0.239, -1.033], [1.885, -1.670, 0.260]], "atomic_forces_ev_per_a": [[-0.2, -0.5, 0.4], [0.2, -0.8, -0.5], [-1.3, 2.9, -0.6], [0.3, -0.5, -0.1], [0.5, -0.9, 0.6], [0.1, -0.4, -0.1], [0.4, 0.1, 0.3], [-0.5, -0.4, -0.2], [0.1, -0.9, 1.5], [0.1, 0.5, 0.5], [0.5, 0.4, -0.3], [-0.2, -0.1, -0.1], [-0.1, 0.6, -1.5]], "mulliken_charge": [0.25, -0.67, 0.43, -0.60, 0.07, 0.27, 0.25, -0.41, -0.51, 0.21, 0.15, 0.26, 0.30]}

{"formula": "C2H8N2O", "method": "ωB97M-V with the def2-TZVPD basis set", "relative_energy_kcal_mol": 58.3, "e_tot_ha": -265.6902, "smiles": "C/N=C/N.O", "homo_ev": -8.82, "lumo_energy_ev": 1.06, "symbols": ["C", "N", "C", "N", "H", "H", "H", "H", "H", "H", "O", "H", "H"], "coordinates": [[1.522, 0.378, 1.666], [0.576, 0.301, 0.528], [0.582, -0.658, -0.346], [-0.492, -1.316, -0.912], [1.316, -0.349, 2.460], [1.589, 1.334, 2.200], [2.530, 0.010, 1.392], [1.525, -1.144, -0.722], [-1.340, -0.868, -1.303], [-0.560, -2.383, -1.056], [-1.815, 1.239, -0.937], [-1.174, 0.875, -0.371], [-2.575, 1.401, -0.342]], "atomic_forces_ev_per_a": [[1.2, -0.7, -1.1], [-1.5, -1.6, -0.1], [1.9, -0.2, 1.5], [-2.2, -1.4, -1.5], [-1.0, 0.0, -0.3], [-0.2, 0.0, -0.8], [0.0, 0.7, -0.2], [-0.3, 0.1, 1.0], [0.9, 0.0, 1.0], [1.2, 2.8, 0.3], [-2.5, 0.9, -0.8], [1.8, -0.4, 1.6], [0.6, -0.1, -0.6]], "mulliken_charge": [-0.76, -0.52, 0.14, -0.45, 0.29, 0.27, 0.27, 0.29, 0.23, 0.21, -0.70, 0.42, 0.32]}

{"formula": "C2H8N2O", "method": "ωB97M-V with the def2-TZVPD basis set", "relative_energy_kcal_mol": 37.5, "e_tot_ha": -265.7234, "smiles": "NC=O.CN", "homo_ev": -9.11, "lumo_energy_ev": 0.81, "symbols": ["N", "C", "O", "H", "H", "H", "C", "N", "H", "H", "H", "H", "H"], "coordinates": [[-1.491, -0.745, -0.144], [-1.818, 0.512, 0.237], [-2.721, 0.773, 1.031], [-1.549, -1.001, -1.115], [-1.608, -1.580, 0.412], [-1.267, 1.278, -0.294], [1.633, -0.171, -0.532], [1.531, 0.301, 0.843], [2.420, 0.426, -1.055], [1.804, -1.240, -0.608], [0.660, -0.022, -1.069], [1.765, 1.279, 0.984], [0.642, 0.191, 1.311]], "atomic_forces_ev_per_a": [[0.7, -1.8, -0.5], [-2.9, 0.3, 1.1], [1.9, -0.1, -0.5], [0.5, 0.5, -0.3], [-0.7, 0.6, 0.5], [0.2, 0.5, -0.3], [-1.1, 1.3, -0.6], [0.4, 0.3, 0.7], [-0.5, -0.8, 0.4], [0.5, -0.1, 0.2], [0.9, 0.1, 0.0], [0.2, -0.2, -0.4], [-0.1, -0.5, -0.4]], "mulliken_charge": [-0.35, 0.08, -0.53, 0.25, 0.19, 0.33, -0.50, -0.55, 0.30, 0.22, 0.10, 0.23, 0.21]}

{"formula": "C2H8N2O2", "method": "ωB97M-V with the def2-TZVPD basis set", "relative_energy_kcal_mol": 113.8, "e_tot_ha": -340.8490, "homo_ev": [-8.87, -8.87], "lumo_energy_ev": [-0.52, -0.52], "symbols": ["C", "C", "N", "N", "O", "O", "H", "H", "H", "H", "H", "H", "H", "H"], "coordinates": [[-1.217, 0.132, 0.238], [2.492, -0.180, -0.555], [-0.404, 0.292, 1.284], [-2.140, -0.926, 0.295], [1.215, 0.350, -0.318], [-1.796, 1.235, -0.366], [-2.343, 1.700, 0.284], [-0.116, 1.269, 1.357], [0.041, -0.035, -0.528], [-1.770, -1.718, 0.805], [-2.496, -1.190, -0.614], [3.258, 0.582, -0.369], [2.571, -0.475, -1.609], [2.706, -1.035, 0.097]], "atomic_forces_ev_per_a": [[-1.7, 1.7, 5.0], [-0.5, -0.5, -0.9], [-1.7, -0.6, -1.7], [0.6, -0.7, -0.7], [-2.2, 0.1, -0.5], [0.2, 0.4, -1.0], [0.2, -0.3, -0.1], [0.2, -0.2, -0.3], [5.0, 0.4, 0.1], [0.0, 0.0, -0.1], [0.0, 0.0, 0.0], [-0.3, 0.1, 0.0], [0.3, -0.2, 0.1], [0.0, -0.1, -0.1]], "mulliken_charge": [0.56, -0.61, -0.56, -0.49, -0.45, -0.54, 0.34, 0.26, 0.29, 0.24, 0.25, 0.20, 0.25, 0.26]}